(1)
ORCA calculation (ωB97M-V/def2-TZVPD) on a structure of composition C6H18NOSi.

Properties
HOMO level (spin up / spin down): -9.7 / -13.9 eV
Multiplicity: 3
E: -17916.0290 eV
Expectation value of S²: 2.007
Charge: +1

Each line ends with the natural charge from an NBO analysis.
Positions of all 27 atoms, in Å:
C1 -3.153713 0.319696 -0.108194  -0.575
C2 1.552055 0.056401 1.881632  -1.063
C3 1.924014 1.765885 -0.767473  -1.053
C4 2.148195 -1.340991 -0.910920  -1.069
C5 -1.728079 0.829598 -0.115531  -0.489
C6 -0.676273 -0.151089 -0.546723  -0.008
N1 -1.032463 -1.658627 0.589671  -0.812
O1 -0.841012 -0.638805 -1.751553  -0.636
Si1 1.138404 0.129615 -0.096954  1.609
H1 -3.742481 1.199332 0.001069  0.255
H2 -3.229936 -0.046592 -1.154815  0.183
H3 -3.361420 -0.320162 0.687316  0.195
H4 1.419985 -0.831671 2.356150  0.221
H5 2.541907 0.433064 2.155099  0.269
H6 0.913795 0.818145 2.384163  0.240
H7 2.772210 1.898535 -0.017501  0.268
H8 2.253762 1.689443 -1.860811  0.271
H9 1.140392 2.522033 -0.581108  0.243
H10 2.202720 -1.346566 -1.971178  0.257
H11 3.169473 -1.203096 -0.802407  0.261
H12 1.725705 -2.263778 -0.395432  0.222
H13 -1.509231 1.343402 0.922747  0.239
H14 -1.740442 1.600327 -0.815621  0.221
H15 -0.264123 -1.926673 1.203814  0.421
H16 -1.151274 -2.424263 -0.041776  0.405
H17 -2.016186 -1.487340 0.980072  0.427
H18 -1.735822 -0.578514 -2.007896  0.498

Atoms 1-3, force components in eV/Å:
C 1.25 0.56 -2.13
C -0.99 3.75 -2.34
C -0.36 -0.38 0.31

***

(2)
ORCA calculation (ωB97M-V/def2-TZVPD) on a structure of composition C3H7N2.

Properties
HOMO level: -15.2 eV
Multiplicity: 1
E: -6195.9204 eV
Charge: +1

Each line ends with the natural charge from an NBO analysis.
Positions of all 12 atoms, in Å:
C1 -1.033177 0.818645 0.035496  0.367
C2 0.518056 0.585541 -1.065837  -0.020
C3 0.115715 -1.220673 0.911128  -0.419
N1 -0.153037 -0.135639 0.106740  -0.302
N2 -0.503364 1.546504 -0.894234  -0.525
H1 -1.835690 1.104929 0.736331  0.246
H2 1.525231 0.912284 -0.809120  0.244
H3 0.340084 0.069224 -1.968730  0.236
H4 -0.947136 -1.504077 1.180300  0.245
H5 0.655022 -2.055771 0.288153  0.253
H6 0.728176 -0.793460 1.666872  0.233
H7 -0.747395 2.300463 -1.420548  0.442

Atoms 1-3, force components in eV/Å:
C -1.95 0.69 3.19
C 1.10 -1.14 1.28
C -0.69 -2.81 -0.59